1.
# C3H9N2S

A gas-phase ion, C3H9N2S (charge -1) (ωB97M-V with the def2-TZVPD basis set, OMol25).

```
15
Properties=species:S:1:pos:R:3:mulliken_charge:R:1
C 0.07096 -0.24596 0.19229 -0.35
C 1.42040 0.44737 -0.08104 -0.90
S 2.22487 1.13844 1.34324 -0.64
N -0.67771 -0.46174 -1.05482 -0.36
C -1.87879 -1.28890 -0.91259 -0.53
N -3.10288 -0.55246 -0.59303 -0.72
H -0.54891 0.39401 0.81707 0.25
H 0.33778 -1.20936 0.63130 0.25
H 1.98210 -0.31916 -0.65616 0.22
H 1.26852 1.15692 -0.90363 0.27
H -0.18264 -0.82514 -1.84803 0.23
H -2.01148 -1.76038 -1.89242 0.42
H -1.77592 -2.07043 -0.14819 0.30
H -2.92137 -0.09398 0.29642 0.27
H -3.07054 0.27371 -1.17923 0.28
```

Values from the calculation:
HOMO level ... -2.32 eV
Charge ... -1
HOMO-LUMO gap ... 6.167 eV

2.
# C3H9N2S

2 unconnected molecules or ions with the total composition C3H9N2S (ωB97M-V with the def2-TZVPD basis set, OMol25).

```
15
Properties=species:S:1:pos:R:3:mulliken_charge:R:1
C -1.01351 2.30213 -0.09849 -0.73
S 0.52173 2.30641 -1.11519 -0.72
H -1.55934 3.22110 -0.34097 0.24
H -1.65450 1.45375 -0.34203 0.21
H -0.75802 2.29541 0.96106 0.18
C 0.60152 -0.92961 0.64246 -0.15
C 0.28850 -1.48315 -0.53729 -0.24
N 0.25649 -0.81739 -1.76671 -0.38
N 0.67428 -1.73875 1.82555 -0.60
H 0.82112 0.13509 0.69342 0.27
H 0.19791 -2.58609 -0.64490 0.26
H 0.47793 0.21324 -1.67552 0.04
H -0.46802 -1.11055 -2.40478 0.19
H 0.00649 -1.45359 2.54433 0.21
H 1.60743 -1.80802 2.25907 0.21
```

Values from the calculation:
HOMO level ... -2.54 eV
Charge ... -1
HOMO-LUMO gap ... 6.617 eV

Preferred: 1; penalty for the next structure: 25.0 kJ/mol.

1.
# CH10N2O2

3 unconnected molecules or ions with the total composition CH10N2O2 (ωB97M-V with the def2-TZVPD basis set, OMol25).

```
15
Properties=species:S:1:pos:R:3:mulliken_charge:R:1
N 0.31359 2.04546 -1.80683 -0.65
C -0.59185 1.27124 -0.89597 -0.44
N -0.49313 -0.15788 -0.98381 -0.55
H 0.52312 1.34376 -2.52183 0.25
H -0.21358 2.74303 -2.32853 0.23
H -0.47530 1.77581 0.05234 0.31
H -1.63826 1.43089 -1.22081 0.28
H -0.77924 -0.50951 -1.87833 0.32
H 0.38921 -0.58181 -0.70989 0.22
H -1.01339 -3.09845 -0.15791 0.30
H -1.64710 -1.71147 -0.36741 0.43
O -1.79642 -2.56708 0.06591 -0.70
H 1.85894 -1.06737 4.06248 0.32
H 2.84900 -0.27052 4.78434 0.32
O 2.71441 -0.64608 3.90624 -0.64
```

Values from the calculation:
HOMO level ... -9.52 eV
Charge ... 0
HOMO-LUMO gap ... 10.257 eV

2.
# CH10N2O2

3 unconnected molecules or ions with the total composition CH10N2O2 (ωB97M-V with the def2-TZVPD basis set, OMol25).

```
15
Properties=species:S:1:pos:R:3:mulliken_charge:R:1
N -1.96852 0.74486 -1.00635 -0.64
C -0.80168 0.33940 -0.27902 -0.22
N -0.95401 -1.02352 0.26332 -0.75
H -2.76060 0.61424 -0.38064 0.22
H -2.11191 0.03010 -1.71898 0.27
H 0.00185 0.32309 -1.01591 0.31
H -0.63852 1.07073 0.50750 0.31
H -1.69906 -0.97320 0.96229 0.26
H -0.17693 -1.23711 0.87714 0.24
H 2.82762 3.01961 1.50759 0.32
H 2.43179 2.42994 2.85836 0.32
O 2.71419 2.18499 1.97162 -0.64
H 1.12626 -2.82965 -2.22548 0.31
H 0.68752 -2.00791 -1.02733 0.35
O 1.32201 -2.68558 -1.29410 -0.66
```

Values from the calculation:
HOMO level ... -10.06 eV
Charge ... 0
HOMO-LUMO gap ... 10.830 eV

Preferred: 2; penalty for the next structure: 23.9 kJ/mol.

1.
# CH2N2O2Si

A single CH2N2O2Si molecule (ωB97M-V with the def2-TZVPD basis set, OMol25).

```
8
Properties=species:S:1:pos:R:3:mulliken_charge:R:1
C -0.27924 1.22985 -1.20855 0.36
N -0.49190 2.34470 -1.02960 -0.38
N -0.05437 -0.05551 -1.34333 -0.18
O 0.17686 -0.76619 -0.06756 -0.26
O -0.13516 0.40361 2.68106 -0.47
Si 0.15000 -0.68271 1.69225 0.61
H 0.53457 -2.06598 1.64509 0.00
H 0.09923 -0.40778 -2.36937 0.32
```

Values from the calculation:
HOMO level ... -9.99 eV
Charge ... 0
HOMO-LUMO gap ... 9.847 eV

2.
# CH2N2O2Si

A molecular structure, CH2N2O2Si (ωB97M-V with the def2-TZVPD basis set, OMol25).

```
8
Properties=species:S:1:pos:R:3:mulliken_charge:R:1
C -0.01286 -1.64864 0.12294 0.24
N -0.44436 -2.72870 0.33660 -0.31
N -0.73567 1.02759 -0.03049 0.83
O -1.52282 0.79028 -0.93563 -0.48
O -1.00684 1.63890 0.99375 -0.49
Si 0.66635 0.03261 -0.39280 0.21
H 1.01306 0.37695 -1.74400 0.00
H 2.04315 0.51101 1.64963 0.01
```

Values from the calculation:
HOMO level (alpha / beta) ... -10.57 / -10.09 eV
Charge ... 0
HOMO-LUMO gap (alpha / beta) ... 8.612 / 8.347 eV

Preferred: 1; penalty for the next structure: 354.2 kJ/mol.

1.
# C5H31NO11

10 unconnected molecules or ions with the total composition C5H31NO11 (ωB97M-V with the def2-TZVPD basis set, OMol25).

```
48
Properties=species:S:1:pos:R:3:mulliken_charge:R:1
C 0.24514 -0.21917 1.00091 -1.00
N -0.27012 -0.00742 -0.40037 -0.04
C -1.45136 -0.84077 -0.64981 0.54
C -2.35575 -0.23195 -1.79368 -1.20
C -3.03716 1.08966 -1.53746 -0.47
O -2.07335 1.94200 -1.92264 -0.62
C -1.16358 -2.18738 -1.33770 -1.15
O -0.45953 -2.96738 -0.38366 -0.60
H 1.23074 -0.65227 1.13775 0.35
H 0.25810 0.74002 1.56912 0.21
H -0.42403 -0.82667 1.69708 0.30
H 0.43530 -0.11122 -1.13832 0.40
H -2.15039 -1.12531 0.11323 0.38
H -1.72794 -0.15635 -2.72719 0.40
H -3.13020 -1.10446 -2.02702 0.37
H -3.98243 1.39058 -1.88906 0.39
H -3.21406 1.32929 -0.45499 0.25
H -1.10863 1.55486 -1.81257 0.36
H -2.12517 -2.75391 -1.42593 0.41
H -0.49160 -2.13494 -2.20003 0.43
H 0.38935 -2.40496 -0.38462 0.35
H 1.04593 -3.79948 -2.57184 0.30
H 2.41469 -2.98839 -2.60284 0.40
O 1.90715 -3.62606 -3.04713 -0.68
H 4.25438 0.56018 -0.10881 0.30
H 3.16394 1.16987 -0.90853 0.26
O 3.40056 0.39041 -0.58442 -0.53
H -1.48331 3.28904 0.25172 0.29
H -1.34805 1.78676 0.34282 0.21
O -1.21682 2.60147 0.87807 -0.75
H 3.38798 -1.90894 -0.66332 0.26
H 3.17145 -3.40066 -0.65896 0.30
O 2.80210 -2.58026 -0.97641 -0.58
H -1.54724 2.24571 4.03277 0.31
H -1.45939 2.54555 2.54998 0.37
O -2.00536 2.63424 3.25108 -0.64
H 0.42495 -4.18900 2.79332 0.28
H 0.16386 -3.31766 1.47321 0.43
O 0.25065 -3.32538 2.44318 -0.61
H 1.09679 4.29962 2.07275 0.36
H 0.15441 3.75099 1.27756 0.32
O 0.99285 4.20553 1.16240 -0.59
H -0.02333 0.11373 4.19162 0.33
H 1.20777 1.24348 3.90235 0.29
O 0.37075 1.00343 4.32937 -0.63
H 1.33458 2.32436 -1.47022 0.31
H 2.35909 2.67310 -2.57407 0.29
O 1.78629 1.97608 -2.21866 -0.67
```

Values from the calculation:
HOMO level ... -9.45 eV
Charge ... 0
HOMO-LUMO gap ... 9.449 eV

2.
# C5H31NO11

12 unconnected molecules or ions with the total composition C5H31NO11 (ωB97M-V with the def2-TZVPD basis set, OMol25).

```
48
Properties=species:S:1:pos:R:3:mulliken_charge:R:1
N 3.09537 -1.15053 -1.76685 -0.51
C 2.07034 -0.30294 -1.21235 0.25
C 1.97357 0.55680 -0.18649 -0.81
C 0.85629 1.49098 0.07538 0.34
C 0.81316 2.83383 0.22016 0.22
C -0.24448 3.60116 0.91628 -1.26
H 3.92981 -1.16535 -1.15155 0.23
H 2.77308 -2.10523 -2.04461 0.26
H 1.03013 -0.45551 -1.80349 0.02
H 2.66196 0.54426 0.73102 0.04
H -0.10026 0.95555 0.11985 0.25
H 1.86468 3.30489 0.09580 0.27
H -0.11766 4.62652 1.18216 0.44
H -1.14470 3.88826 0.26488 0.17
H -0.67969 3.12906 1.76059 0.25
H 0.32593 -2.52749 -2.15913 0.37
H 0.35616 -3.54425 -3.45851 0.30
O 0.75203 -2.83080 -3.03478 -0.74
H -0.63641 0.74510 4.68850 0.22
H -0.07871 0.21502 3.45273 0.36
O -0.00045 0.26791 4.43699 -0.63
H -3.56670 -1.70477 1.53783 0.31
H -2.44517 -2.61964 1.82151 0.30
O -3.18201 -2.13909 2.17738 -0.60
H 0.96941 2.12917 -3.68503 0.31
H 1.62962 3.17903 -2.83609 0.31
O 0.73592 2.90925 -2.97724 -0.60
H -1.55369 -0.42719 1.42818 0.09
H -0.02716 -0.88880 1.88213 0.46
O -0.65681 -0.11683 1.61039 -0.61
H -1.97158 -2.49171 -0.61543 0.26
H -3.08929 -2.63252 -1.34564 0.36
O -2.25310 -3.10687 -1.18777 -0.62
H 0.91138 -2.39940 3.54633 0.29
H 1.58385 -1.37304 2.77736 0.36
O 0.97026 -2.02098 2.69406 -0.61
H 0.01482 -1.71558 -4.06139 0.44
H 0.51945 -0.42280 -4.51899 0.29
O -0.17744 -1.02652 -4.69954 -0.66
H 1.64099 0.50853 3.97384 0.37
H 3.14964 0.47590 3.40246 0.27
O 2.40170 -0.03805 3.58372 -0.69
H -2.99295 0.12973 -0.47762 0.26
H -4.29301 -0.69625 -0.43883 0.28
O -3.35624 -0.73960 -0.36336 -0.53
H -0.84012 1.39138 -1.44911 0.24
H -1.87325 2.35564 -1.58919 0.33
O -1.74865 1.40382 -1.31651 -0.63
```

Values from the calculation:
HOMO level ... -8.13 eV
Charge ... 0
HOMO-LUMO gap ... 8.409 eV

Preferred: 1; penalty for the next structure: 90.4 kJ/mol.

1.
# C10H10N2O

A single C10H10N2O molecule (ωB97M-V with the def2-TZVPD basis set, OMol25).

```
23
Properties=species:S:1:pos:R:3:mulliken_charge:R:1
C 1.84049 -0.02321 -3.16936 -0.98
C 0.34862 0.03923 -2.75592 -0.40
C 0.10424 -0.24428 -1.33282 0.46
C -0.25113 0.70646 0.78458 0.03
C -0.31795 1.87586 1.63816 -0.18
C -0.63925 1.81350 3.03664 -0.82
C -0.83549 0.51910 3.50769 -0.20
C -0.81979 -0.64658 2.70501 -0.71
C -0.50424 -0.51721 1.41498 0.77
C -0.35172 -1.61815 -0.89302 0.37
H 2.64375 0.70319 -2.92997 0.35
H 1.78128 -0.12223 -4.32930 0.27
H 2.49023 -1.04678 -2.74314 0.24
H -0.29019 -0.74051 -3.20057 0.27
H -0.08120 0.98224 -3.16217 0.30
H -0.22396 2.84380 1.18324 0.42
H -0.46487 2.80495 3.45688 0.36
H -1.10535 0.20069 4.57038 0.23
H -1.14835 -1.59488 3.15200 0.31
H -1.16147 -2.49249 0.90633 0.29
N 0.00124 0.83879 -0.60953 -0.58
N -0.54268 -1.73224 0.49587 -0.15
O -0.47223 -2.54927 -1.72594 -0.64
```

Values from the calculation:
HOMO level ... -9.00 eV
Charge ... 0
HOMO-LUMO gap ... 8.751 eV

2.
# C10H10N2O

A molecular structure, C10H10N2O (ωB97M-V with the def2-TZVPD basis set, OMol25).

```
23
Properties=species:S:1:pos:R:3:mulliken_charge:R:1
C -2.99942 -1.68601 0.45136 -0.88
C -2.54391 -0.31842 -0.04559 0.51
C -1.07679 -0.22002 -0.33166 0.37
C 0.93062 -0.84297 -0.25286 0.61
C 2.14791 -1.57327 -0.13502 -0.55
C 3.37052 -0.92165 0.02733 -0.47
C 3.31528 0.48577 0.41009 -0.46
C 2.17174 1.29976 0.14345 -0.87
C 0.93356 0.65908 -0.19605 0.40
C -0.97228 2.40530 0.06277 -0.74
H -2.97650 -1.77223 1.79966 0.22
H -2.27859 -2.85549 0.14299 0.26
H -3.96220 -1.54480 -0.11136 0.31
H 2.26440 -2.60399 -0.48982 0.30
H 4.38258 -1.19564 0.18221 0.38
H 4.21348 1.02160 0.73264 0.32
H 2.23577 2.27884 0.06160 0.48
H -2.01746 2.15610 0.65357 0.23
H -1.41054 2.71347 -1.00312 0.28
H -0.18097 3.06189 0.31566 0.32
N -0.37703 -1.31838 -0.25087 -0.52
N -0.45404 1.00608 -0.17270 0.12
O -3.26447 0.65011 -0.01525 -0.62
```

Values from the calculation:
HOMO level ... -8.56 eV
Charge ... 0
HOMO-LUMO gap ... 8.524 eV

Preferred: 1; penalty for the next structure: 263.9 kJ/mol.